1.
The following is a DFT calculation (ωB97M-V/def2-TZVPD) of an isolated molecule of C15H14BNO6 at a distorted geometry.

Values from the calculation:
**Energy relative to the best compared isomer or geometry (same formula, charge and spin)**: 0.686 eV
**E_HOMO**: -8.891 eV
**Orbital gap**: 9.236 eV
**SMILES string**: O=C(COc1ccccc1)Nc1cc(B(O)O)cc(C(=O)O)c1

Structure (ORCA input):
```
! wB97M-V def2-TZVPD RIJCOSX def2/J DEFGRID3
* xyz 0 1
H -1.2459 -0.1941 1.2654
C 0.5587 -3.6012 -0.1109
C 0.9002 3.2614 1.0942
C 0.1307 2.1228 1.3372
C 0.9168 3.7734 -0.2313
O 0.8253 5.0571 -2.9053
O -0.5634 3.2515 -3.6518
C -1.8853 -0.3432 -0.5736
H 0.8852 5.2884 -3.8231
H -1.2850 -2.2897 -1.1995
H 2.1048 -4.9214 -0.7946
H 1.7668 -6.5637 1.0492
H -1.1626 1.6101 -1.7803
H 1.5075 4.6941 -0.4316
C -1.0008 -4.6143 1.3653
B 0.1727 3.8802 -2.6398
C -0.6432 2.1754 -0.9441
H 2.9778 5.2822 2.5263
H 0.8749 -2.7921 -0.6963
N -1.4317 0.3975 0.4751
H 0.1706 1.7146 2.3586
O 1.5727 3.5573 3.2996
H -0.2887 -6.5222 2.2384
C 1.0637 -5.6864 0.9126
C -0.1098 -5.6460 1.5962
H -1.9800 -4.6467 1.8946
O -2.2664 0.1835 -1.6054
C -0.6387 1.5770 0.2880
C 0.1642 3.2181 -1.2159
H -0.9070 2.3607 -3.5296
C 1.6776 3.9822 2.1555
C 1.3413 -4.7409 -0.0082
C -0.6058 -3.4436 0.6675
O 2.4431 5.0183 1.7342
O -1.2790 -2.2623 0.8027
H -2.8921 -2.3084 -0.5026
C -1.8693 -1.8299 -0.4165
*
```

=====

2.
The following is a DFT calculation (ωB97M-V/def2-TZVPD) of an isolated molecule of C15H14BrN3O3S2 at a distorted geometry.

Values from the calculation:
**E_HOMO**: -8.373 eV
**Orbital gap**: 8.348 eV
**SMILES string**: CCOC(=O)Cc1csc(NC(=S)NC(=O)c2ccccc2Br)n1

Structure (ORCA input):
```
! wB97M-V def2-TZVPD RIJCOSX def2/J DEFGRID3
* xyz 0 1
C 0.0376 2.6044 0.6361
C -1.4611 -0.6453 0.9899
H -5.4790 0.2910 0.2420
C 3.6805 0.8433 -0.3241
C 2.8317 -1.3050 0.7876
N 1.1237 3.3566 0.3129
C 2.6596 -2.6797 0.7584
O 4.7478 1.3186 -0.6017
H -0.7390 -1.1110 0.3177
C 3.4406 -0.6366 -0.2701
H 1.6502 1.0558 0.1197
C -2.8675 -0.9680 0.5184
C -1.2305 0.8319 0.9830
C -2.1175 1.7859 1.3658
Br 2.2692 -0.3822 2.3646
H -3.1161 1.6607 1.7291
N -0.0268 1.3121 0.5668
O -3.0526 -0.5323 -0.7277
H 2.9580 -4.4737 -0.3558
H -4.1980 -0.6610 -2.3747
S -1.4329 3.3646 1.2154
H 1.0381 4.3632 0.3796
H -4.9067 1.3596 -1.0506
C -5.3140 0.3759 -0.8293
O -3.6977 -1.5351 1.1746
S 3.5422 4.0390 -0.3131
C 2.3903 2.9178 -0.0253
C 3.7298 -2.7591 -1.3868
H -1.3270 -1.0473 1.9963
H -4.7321 -1.6966 -1.0141
H -6.2659 0.2629 -1.3396
C 3.0984 -3.4039 -0.3356
H 4.0903 -3.3234 -2.2327
H 2.1908 -3.1766 1.5938
N 2.5265 1.5613 -0.0798
H 4.4074 -0.8703 -2.1490
C 3.9056 -1.3888 -1.3462
C -4.3540 -0.7086 -1.2955
*
```

=====

3.
The following is a DFT calculation (ωB97M-V/def2-TZVPD) of a structure of composition C15H14N4O5S4SbTa.

Values from the calculation:
**Energy relative to the best compared isomer or geometry (same formula, charge and spin)**: 1.094 eV
**E_HOMO**: -8.506 eV
**Orbital gap**: 6.869 eV

Structure (ORCA input):
```
! wB97M-V def2-TZVPD RIJCOSX def2/J DEFGRID3
* xyz 0 1
O 1.3582 -0.2396 3.6171
H -4.3466 3.6146 -0.1058
H -1.7478 -2.7987 -1.6924
H -0.9331 -0.4493 -2.9216
H -1.5210 -3.9397 1.8783
C -3.5269 0.4462 0.8192
C -0.3300 3.9712 -0.6882
H -5.3910 1.5354 0.6958
S 4.8714 0.3726 0.8235
H -0.3568 -4.9852 1.0604
S 3.4290 -1.5204 -1.6169
C -2.3446 2.8072 -0.0986
C -1.5558 1.6624 0.1612
C 0.0362 -0.5348 -2.4340
C -0.9512 -2.4872 -1.0389
N 0.4350 -2.3374 0.6318
N 0.7779 -1.3398 -0.2129
S 4.7771 -3.4739 1.3086
C 0.3546 2.7653 -0.4306
C -3.7448 2.7376 0.0987
C -1.1325 -4.2352 0.9032
H -2.2637 4.8715 -0.7395
H 0.2272 4.8440 -0.9966
C -4.3209 1.5839 0.5444
S 7.2556 -1.6590 -1.3443
N 1.8353 -0.1025 2.5404
C -1.6843 3.9790 -0.5369
H 1.0190 -2.5163 1.4351
H -1.9394 -4.6912 0.3355
C -0.5915 -3.0615 0.1629
Ta 2.7580 -0.0797 0.0430
O 2.5607 3.6625 -0.4062
O 1.8821 0.9857 1.8968
C -2.1760 0.4809 0.6333
O 2.3846 -1.0928 1.8968
H -1.5498 -0.3778 0.8425
H 0.7430 -0.9606 -3.1494
H -4.0000 -0.4566 1.1829
H 0.3844 0.4600 -2.1655
N -0.2122 1.6596 -0.0341
C -0.0656 -1.4200 -1.2415
O 2.3180 1.4975 -0.9560
C 1.8496 2.7217 -0.5820
Sb 5.4285 -1.8997 -0.1197
*
```

=====

4.
The following is a DFT calculation (ωB97M-V/def2-TZVPD) of a cluster of 3 separate species, C15H15BNO5 in total at a distorted geometry.

Values from the calculation:
**Energy relative to the best compared isomer or geometry (same formula, charge and spin)**: 0.000 eV
**E_HOMO**: -4.666 eV
**Orbital gap**: 4.468 eV

Structure (ORCA input):
```
! wB97M-V def2-TZVPD RIJCOSX def2/J DEFGRID3
* xyz -1 1
C 4.1877 0.9379 -2.1928
C -0.6674 -1.1014 0.1061
O -2.1277 -0.2223 -3.6071
H -4.0635 2.6221 2.4772
C -2.0497 2.0583 3.5257
O 2.2869 -1.0997 -4.3873
H -0.2425 0.9794 4.0620
B -3.6769 1.8135 3.3204
H 2.5430 1.3134 -3.4749
H -1.8563 2.6451 4.4268
H 4.2919 1.9468 -1.8150
H 5.7377 -2.1710 -1.7670
H -3.2692 0.5913 -1.4154
O -5.0856 -1.1498 4.2176
C 4.0950 -1.7943 -3.0501
C -0.4697 -1.2994 -2.3327
O 5.9998 0.2431 -0.8594
C -2.3743 -0.0006 -1.2722
H -4.2755 2.0317 4.3688
H 3.9887 -2.8038 -3.4266
C 3.1361 -0.7918 -3.5787
C -1.2298 0.7522 3.6409
H -1.0405 0.3062 2.6684
C -1.8993 -0.2842 -0.0603
H 0.0090 -1.6418 -3.2422
C 5.0280 -1.4567 -2.1644
H 0.9043 -2.1796 -0.9807
O -0.2332 -1.3621 1.2061
N -3.9702 0.3364 2.7239
H -1.7280 0.0137 4.2711
C -1.7002 -0.4817 -2.4995
H -1.6868 2.5898 2.6394
H -2.3836 0.0601 0.8498
C 0.0089 -1.5862 -1.1255
C 5.1485 -0.0631 -1.6655
C -4.5903 -0.3517 3.4922
C 3.2546 0.6001 -3.0789
*
```

=====

5.
The following is a DFT calculation (ωB97M-V/def2-TZVPD) of a structure of composition C15H15BrCrNO at a distorted geometry.

Values from the calculation:
**E_HOMO (spin up / spin down)**: 2.144 / -0.214 eV
**Orbital gap (spin up / spin down)**: 3.153 / 5.482 eV

Structure (ORCA input):
```
! wB97M-V def2-TZVPD RIJCOSX def2/J DEFGRID3
* xyz -2 6
H -1.4578 0.6953 -4.7167
H 1.3065 -1.1326 6.0394
H 1.0006 -2.4546 3.8874
C 1.2045 0.7471 4.9226
C -2.1146 -0.1746 0.7967
H 1.4385 1.3057 5.8282
Br 2.2680 0.8240 -1.0210
Cr 0.1178 -0.2618 -1.5232
C 1.0532 1.3232 3.6629
C 0.9227 0.6072 2.5058
H 2.6587 0.9354 -3.3923
H -1.9424 2.0136 0.4373
C -2.0030 0.6963 -1.3738
O 0.5670 -1.3594 1.4540
C -2.0439 -1.2873 -0.0621
C 1.2217 -0.8850 -3.4389
H 1.1350 2.3815 3.5155
H -2.0026 -2.3613 0.0726
C -0.5871 0.4278 -4.0632
C -0.1029 -0.9354 -3.9241
C -2.0405 -0.8481 -1.4157
H 0.4837 2.3868 -3.9199
C -1.9189 1.0033 0.0434
C 1.6036 0.5313 -3.3046
C 0.9813 -1.3572 3.8462
C 0.4271 1.3068 -3.6647
H 1.9600 -1.7202 -3.4490
H -2.1896 1.4930 -2.1375
H 0.7756 1.1157 1.5634
N 0.7192 -0.7402 2.6144
H -0.5581 -1.8268 -4.4314
H -2.1357 -0.2481 1.8734
C 1.2305 -0.6436 5.0339
H -1.9784 -1.5579 -2.2590
*
```

=====

6.
The following is a DFT calculation (ωB97M-V/def2-TZVPD) of a structure of composition C15H15Co2O8S at a distorted geometry.

Values from the calculation:
**E_HOMO (spin up / spin down)**: 1.768 / -2.748 eV
**Orbital gap (spin up / spin down)**: 2.469 / 7.011 eV

Structure (ORCA input):
```
! wB97M-V def2-TZVPD RIJCOSX def2/J DEFGRID3
* xyz -2 2
C 0.9367 -0.0549 -1.8189
H -5.9994 1.6156 1.4584
H 0.9670 1.5717 0.6950
Co 1.8056 -1.6131 -1.6986
C -2.5041 2.9264 2.3716
C -1.4267 2.9210 1.4033
O -2.3845 3.0547 3.5971
H -4.5776 2.0548 3.5503
S 0.0793 3.3846 1.9820
C 3.3466 -1.2287 -0.8592
C -6.0641 2.5299 2.0548
O 6.4555 -3.4298 -2.1452
H 1.0876 3.1439 -0.1674
H 2.2294 2.7696 1.1788
H -4.7925 3.8035 3.2430
H 0.2240 1.1979 2.9821
C -4.7668 2.8091 2.7728
C -0.2611 -2.7514 -3.5509
H -0.3046 -3.2016 -4.5465
H -6.3356 3.3510 1.3838
C 3.5871 -4.9450 -3.9022
H -6.8661 2.4126 2.7849
C 0.3789 2.2200 3.3499
O -3.7179 2.7630 1.7780
C 2.9286 -4.8088 -1.3269
C 5.3141 -3.5567 -2.3073
C 0.8847 -2.3595 -0.3563
H -1.1952 -2.5606 -3.0214
C 1.2140 2.6344 0.7912
C 2.2921 -2.3671 -3.2421
Co 3.5954 -3.7981 -2.5878
H -0.3278 2.4798 4.1416
O 0.2859 -2.7936 0.5350
H 2.7711 -1.9463 -4.1411
H -1.6866 2.9847 0.3534
O 4.2714 -0.9649 -0.2192
C 0.9105 -2.3818 -3.0215
O 2.4391 -5.4807 -0.5187
O 0.3162 0.9235 -1.8460
O 3.4697 -5.6878 -4.7855
H 1.4204 2.3784 3.6556
*
```

=====

The records above yield calculated total energy values of -30236.110, -118109.067, -83411.908, -28201.728, -117793.036, -118262.016 eV, respectively.